[1]
This record from the Open Molecules 2025 dataset describes a 2-piece molecular cluster, C29H42B2N2O6P overall at a distorted geometry. The level of theory is ωB97M-V/def2-TZVPD.

Last column: Löwdin charge in e.
Cartesian coordinates (Å):
C -3.421 2.029 -0.143  -0.019
C -2.138 2.228 -0.444  -0.160
C -1.041 2.141 0.612  -0.544
P -1.059 0.351 1.158  0.968
C 0.039 -0.564 -0.044  -0.253
O -0.214 0.259 2.566  -0.282
O -1.528 2.833 1.709  -0.088
B -1.191 4.273 1.371  -0.564
O 0.187 4.094 0.871  -0.064
C 0.329 2.836 0.207  -0.359
C 1.596 2.259 0.853  -0.099
O 1.541 2.470 2.251  -0.034
C 2.635 2.051 2.948  -0.206
C 3.312 0.867 2.654  0.027
C 4.390 0.414 3.413  -0.283
C 5.066 -0.888 3.076  -0.061
C 4.801 1.172 4.503  -0.058
C 4.125 2.351 4.792  -0.026
C 3.046 2.821 4.039  -0.131
C 2.372 4.096 4.477  -0.346
C 1.129 3.702 5.304  -0.047
C 1.966 5.044 3.333  -0.045
C 0.505 3.285 -1.260  0.005
B 0.982 2.158 -2.252  -0.621
O 0.080 1.424 -3.053  0.088
O 2.331 1.840 -2.360  0.141
H -3.733 1.357 0.644  0.044
H -4.192 2.580 -0.672  0.064
H -1.911 2.461 -1.477  0.085
H 0.426 0.059 -0.849  0.014
H 0.897 -0.967 0.494  0.036
H -0.499 -1.415 -0.458  -0.014
H -0.544 -0.485 3.074  0.043
H -1.947 4.770 0.529  0.071
H -1.239 4.888 2.421  0.069
H 2.477 2.753 0.445  0.154
H 1.619 1.181 0.680  0.086
H 3.001 0.257 1.820  0.100
H 4.752 -1.696 3.736  0.075
H 4.851 -1.178 2.051  0.066
H 6.140 -0.779 3.204  0.074
H 5.616 0.849 5.133  0.105
H 4.437 2.922 5.657  0.111
H 3.038 4.645 5.141  0.120
H 0.525 4.564 5.567  0.079
H 1.467 3.152 6.182  0.073
H 0.563 2.987 4.708  0.083
H 0.897 4.997 3.167  0.050
H 2.188 6.074 3.619  0.076
H 2.483 4.837 2.404  0.077
H 1.253 4.070 -1.227  0.129
H -0.425 3.711 -1.619  0.107
H -0.276 1.967 -3.761  0.094
H 2.709 2.232 -3.152  0.105
C -4.896 0.062 -2.723  0.049
N -4.172 -1.222 -2.836  -0.059
C -4.829 -2.370 -3.065  0.020
C -4.143 -3.555 -3.184  0.049
C -2.752 -3.564 -3.070  -0.133
C -2.104 -2.363 -2.815  0.058
C -2.837 -1.203 -2.700  0.047
C -1.966 -4.810 -3.229  -0.120
C -0.966 -4.900 -4.194  0.061
C -0.213 -6.047 -4.296  0.027
N -0.426 -7.084 -3.472  -0.077
C -1.398 -7.034 -2.545  0.020
C -2.182 -5.914 -2.405  0.061
C 0.421 -8.298 -3.558  0.051
H -5.616 -0.027 -1.914  0.120
H -5.395 0.304 -3.658  0.116
H -4.146 0.806 -2.469  0.076
H -5.904 -2.310 -3.154  0.157
H -4.698 -4.462 -3.382  0.139
H -1.030 -2.313 -2.692  0.139
H -2.371 -0.247 -2.494  0.141
H -0.768 -4.083 -4.873  0.146
H 0.574 -6.151 -5.029  0.154
H -1.519 -7.905 -1.917  0.159
H -2.941 -5.901 -1.636  0.146
H -0.221 -9.158 -3.727  0.115
H 0.964 -8.403 -2.622  0.118
H 1.119 -8.190 -4.380  0.105

Values from the calculation:
**Calculated total energy**: -2081.951626 Ha
**HOMO level**: -7.7 eV
**Charge**: +1
**HOMO-LUMO gap**: 0.065 Eh



[2]
This record from the Open Molecules 2025 dataset describes C29H42Br51NO4 as an isolated structure at a distorted geometry. The level of theory is ωB97M-V/def2-TZVPD.

Last column: Löwdin charge in e.
Cartesian coordinates (Å):
C 3.727 -0.363 -0.090  -0.133
O 3.977 0.943 0.392  -0.193
C 4.691 1.716 -0.536  -0.241
C 3.881 2.092 -1.791  -0.168
C 2.355 2.075 -1.586  -0.213
C 1.747 3.457 -1.209  -0.185
C 0.409 3.177 -0.485  -0.224
C -0.509 4.400 -0.345  -0.196
C -1.651 4.021 0.679  -0.225
C -2.848 3.425 -0.059  -0.192
C -3.867 2.663 0.828  -0.186
C -3.257 1.690 1.861  -0.260
N -4.261 0.856 2.561  -0.177
C -5.028 0.028 1.595  -0.589
O -6.190 0.067 1.575  0.039
O -4.400 -0.827 0.735  0.006
O -5.128 -0.727 -0.513  0.024
H 3.973 -1.110 0.666  0.087
H 4.194 -0.563 -1.057  0.098
H 2.643 -0.452 -0.251  -0.061
H 5.078 2.596 -0.022  0.118
H 5.570 1.147 -0.882  0.115
H 4.198 3.099 -2.086  0.111
H 4.114 1.415 -2.617  0.101
H 2.006 1.372 -0.831  0.041
H 1.917 1.738 -2.536  0.114
H 2.448 3.927 -0.505  0.112
H 1.655 4.112 -2.078  0.113
H 0.656 2.684 0.461  0.112
H -0.116 2.423 -1.090  0.105
H -0.023 5.290 0.058  0.017
H -0.922 4.607 -1.336  0.114
H -1.895 4.904 1.281  0.024
H -1.187 3.317 1.380  0.091
H -2.540 2.835 -0.930  0.110
H -3.406 4.275 -0.473  0.115
H -4.400 3.429 1.397  0.083
H -4.595 2.197 0.156  0.112
H -2.433 1.081 1.469  0.022
H -2.784 2.316 2.629  0.120
H -3.744 0.166 3.112  0.112
H -4.673 -1.279 -1.153  0.077
C 3.675 0.921 6.388  -1.625
Br 4.548 2.246 7.488  0.567
Br 4.801 -0.618 6.095  0.521
Br 1.950 0.420 7.098  0.560
H 3.503 1.372 5.424  -0.034
C 8.843 -1.954 4.624  -1.608
Br 8.518 -0.074 4.339  0.546
Br 10.006 -2.261 6.132  0.574
Br 7.194 -2.944 4.776  0.520
H 9.355 -2.324 3.749  -0.031
C -3.690 -3.901 -4.213  -1.635
Br -2.368 -5.027 -5.044  0.557
Br -4.113 -4.488 -2.425  0.578
Br -3.157 -2.045 -4.254  0.561
H -4.595 -3.981 -4.794  -0.119
C -0.184 -1.817 1.247  -1.549
Br 1.126 -2.993 2.041  0.550
Br -0.756 -0.482 2.515  0.678
Br 0.438 -1.019 -0.397  0.699
H -1.041 -2.425 0.997  -0.027
C 3.919 -5.193 6.908  -1.607
Br 4.462 -7.013 7.249  0.573
Br 5.154 -3.930 7.687  0.539
Br 3.623 -4.905 5.012  0.539
H 2.971 -5.047 7.403  -0.031
C -6.804 -3.119 -7.326  -1.609
Br -5.482 -4.247 -8.165  0.581
Br -7.245 -3.734 -5.551  0.608
Br -6.266 -1.268 -7.314  0.540
H -7.703 -3.187 -7.919  -0.031
C 1.894 -6.068 -5.075  -1.604
Br 3.128 -7.268 -4.209  0.567
Br 1.290 -4.678 -3.880  0.576
Br 2.633 -5.337 -6.701  0.577
H 1.027 -6.648 -5.354  -0.030
C -9.006 2.325 -7.540  -1.619
Br -9.732 3.665 -8.721  0.584
Br -9.783 0.589 -7.858  0.567
Br -7.076 2.274 -7.622  0.562
H -9.271 2.611 -6.534  -0.028
C -9.588 -1.039 1.525  -1.640
Br -11.334 -0.217 1.528  0.564
Br -9.203 -1.905 3.204  0.565
Br -9.364 -2.241 0.032  0.557
H -8.863 -0.247 1.406  -0.050
C 2.393 -6.499 -0.496  -1.631
Br 3.250 -5.113 0.533  0.534
Br 3.480 -8.088 -0.625  0.554
Br 0.630 -6.903 0.178  0.570
H 2.268 -6.114 -1.499  -0.117
C -6.906 3.719 3.916  -1.545
Br -6.125 2.074 3.192  0.917
Br -8.507 3.391 4.965  0.527
Br -5.599 4.742 4.918  0.527
H -7.205 4.330 3.075  -0.035
C 11.851 2.529 3.023  -1.628
Br 10.168 3.465 2.883  0.557
Br 12.022 1.617 4.713  0.553
Br 12.127 1.331 1.537  0.542
H 12.632 3.273 2.983  -0.034
C 11.145 -1.459 -1.944  -1.633
Br 12.929 -1.135 -1.284  0.551
Br 10.265 -2.867 -0.960  0.565
Br 10.093 0.158 -1.976  0.558
H 11.241 -1.796 -2.964  -0.034
C 0.389 6.916 2.921  -1.599
Br -1.272 6.136 3.505  0.621
Br 1.845 5.653 3.016  0.573
Br 0.216 7.689 1.163  0.619
H 0.623 7.722 3.599  -0.035
C 5.936 -9.665 -6.349  -1.631
Br 7.047 -8.156 -5.890  0.564
Br 5.428 -10.681 -4.789  0.559
Br 4.397 -9.128 -7.379  0.546
H 6.526 -10.317 -6.975  -0.034
C -8.367 3.114 9.531  -1.636
Br -10.040 3.739 8.803  0.552
Br -8.033 1.270 9.069  0.560
Br -6.898 4.255 9.023  0.553
H -8.450 3.162 10.606  -0.036
C -3.712 4.429 -7.410  -1.646
Br -2.523 3.158 -6.566  0.555
Br -4.255 5.821 -6.186  0.563
Br -2.952 5.155 -9.027  0.572
H -4.606 3.888 -7.696  -0.095

Values from the calculation:
**Calculated total energy**: -132760.232264 Ha
**HOMO level**: -8.7 eV
**Charge**: 0
**HOMO-LUMO gap**: 0.302 Eh